Formula: C7H17N
Source: the Open Molecules 2025 dataset
Level of theory: ωB97M-V/def2-TZVPD

Computed properties:
HOMO, eV: -7.82
F_max, eV Å⁻¹: 3.92
LUMO, Ha: 0.020
HOMO-LUMO gap, Eh: 0.3070

Geometry (Å):
C (0.887, 1.585, 0.992)
C (1.491, 0.357, -0.045)
C (2.660, -0.235, 0.757)
N (0.751, -0.679, -0.847)
C (-0.155, -0.732, 0.076)
C (-1.643, -0.502, -0.156)
C (-2.280, 0.124, 1.102)
C (-1.833, 0.310, -1.437)
H (0.000, 2.002, 0.514)
H (1.682, 2.317, 1.080)
H (0.662, 1.157, 1.963)
H (1.850, 1.068, -0.786)
H (3.141, -0.974, 0.116)
H (3.392, 0.534, 1.015)
H (2.290, -0.734, 1.655)
H (-0.014, -1.396, 0.959)
H (1.040, -2.565, -3.009)
H (0.717, -2.714, -3.665)
H (-2.085, -1.493, -0.319)
H (-2.492, 1.188, 0.955)
H (-3.219, -0.355, 1.377)
H (-1.585, 0.070, 1.947)
H (-1.263, -0.207, -2.205)
H (-2.875, 0.355, -1.745)
H (-1.429, 1.319, -1.340)


Formula: C3H5NO
Source: the Open Molecules 2025 dataset
Level of theory: ωB97M-V/def2-TZVPD

Computed properties:
HOMO, eV: -8.90
F_max, eV Å⁻¹: 5.25
LUMO, Ha: 0.030
Structure (SMILES): C=C=O.C=N
HOMO-LUMO gap, Eh: 0.3570

Geometry (Å):
C (2.707, -0.934, 0.171)
C (1.466, -0.548, 0.087)
C (-2.484, 0.619, -0.346)
N (-1.312, 1.008, -0.139)
O (0.420, -0.116, 0.209)
H (3.309, -0.317, 0.739)
H (-2.897, 0.341, -1.242)
H (3.219, -1.671, -0.654)
H (-3.414, 0.516, 0.285)
H (-1.012, 1.102, 0.891)


Formula: C43H82F27N5O19P
Source: the Open Molecules 2025 dataset
Level of theory: ωB97M-V/def2-TZVPD

Computed properties:
HOMO, eV: 0.63
Net charge: -3
F_max, eV Å⁻¹: 7.24
LUMO, Ha: 0.066
HOMO-LUMO gap, Eh: 0.0425

Geometry (Å):
C (-0.011, 3.506, -8.109)
C (0.575, 2.674, -7.068)
O (0.296, 1.446, -6.947)
N (1.573, 3.418, -6.155)
H (2.022, 4.225, -6.563)
H (0.946, 3.916, -5.539)
C (2.696, 2.538, -5.517)
H (0.577, 4.185, -8.727)
H (-0.977, 3.896, -7.788)
H (-0.145, 2.687, -8.815)
H (2.264, 1.795, -4.847)
H (3.414, 3.202, -5.036)
H (3.259, 2.069, -6.324)
C (-2.472, 1.259, -4.256)
C (-3.323, 2.016, -3.261)
O (-4.302, 2.769, -3.647)
N (-3.090, 1.775, -1.716)
H (-3.920, 1.447, -1.242)
H (-2.438, 1.004, -1.698)
C (-2.494, 2.931, -0.875)
H (-2.826, 0.253, -4.483)
H (-1.443, 1.202, -3.899)
H (-2.312, 1.856, -5.154)
H (-2.164, 3.617, -1.655)
H (-1.578, 2.626, -0.368)
H (-3.274, 3.409, -0.283)
C (-4.074, -1.780, 0.337)
C (-5.336, -1.542, -0.496)
O (-5.258, -0.903, -1.503)
N (-6.610, -2.216, -0.094)
H (-6.515, -2.577, 0.845)
H (-7.373, -1.575, 0.073)
C (-7.136, -3.306, -1.199)
H (-3.298, -1.021, 0.245)
H (-3.640, -2.755, 0.119)
H (-4.489, -1.817, 1.344)
H (-8.106, -3.764, -1.005)
H (-6.375, -4.073, -1.056)
H (-7.084, -2.852, -2.189)
C (-1.249, -2.212, -6.382)
C (-0.789, -2.762, -5.034)
O (0.414, -2.704, -4.792)
N (-1.822, -2.920, -3.884)
H (-1.545, -2.377, -3.079)
H (-2.742, -2.563, -4.099)
C (-2.137, -4.442, -3.588)
H (-2.307, -2.382, -6.580)
H (-0.615, -2.719, -7.110)
H (-1.116, -1.131, -6.438)
H (-2.611, -4.826, -4.491)
H (-2.855, -4.529, -2.773)
H (-1.226, -5.019, -3.428)
C (5.535, -0.689, -2.071)
C (4.848, -1.629, -3.091)
O (4.814, -1.485, -4.303)
N (4.432, -3.030, -2.513)
H (5.076, -3.677, -2.945)
H (4.561, -2.993, -1.512)
C (2.937, -3.370, -2.826)
H (5.580, 0.332, -2.449)
H (6.509, -1.068, -1.759)
H (4.905, -0.630, -1.183)
H (2.807, -3.468, -3.903)
H (2.040, -2.790, -2.609)
H (2.719, -4.353, -2.409)
C (0.747, 4.220, 3.347)
O (2.083, 3.704, 3.656)
O (0.393, 5.104, 4.373)
C (0.522, 4.560, 1.828)
F (-0.683, 4.974, 1.591)
F (1.278, 5.586, 1.509)
F (0.859, 3.665, 0.967)
C (2.354, 2.360, 3.247)
C (3.912, 2.106, 3.259)
H (4.220, 1.330, 2.558)
H (4.266, 3.082, 2.927)
H (4.244, 1.985, 4.290)
H (1.932, 2.179, 2.258)
H (1.812, 1.546, 3.728)
H (0.089, 3.377, 3.562)
C (2.631, 7.620, -1.900)
O (3.308, 6.491, -1.341)
O (2.912, 8.656, -0.988)
C (2.929, 7.907, -3.441)
F (4.057, 8.538, -3.554)
F (3.038, 6.889, -4.275)
F (2.215, 8.901, -3.954)
C (2.852, 5.180, -1.832)
C (3.531, 3.993, -1.222)
H (4.610, 4.060, -1.362)
H (3.377, 4.009, -0.143)
H (3.085, 3.073, -1.601)
H (3.071, 5.110, -2.897)
H (1.770, 5.105, -1.728)
H (1.569, 7.378, -1.951)
C (-6.276, -3.700, 3.187)
O (-5.795, -2.298, 3.123)
O (-7.238, -3.868, 2.140)
C (-5.214, -4.803, 3.239)
F (-5.764, -5.945, 3.384)
F (-4.456, -4.902, 2.131)
F (-4.378, -4.650, 4.195)
C (-5.533, -1.629, 4.400)
C (-4.910, -0.341, 3.973)
H (-4.865, 0.248, 4.890)
H (-3.915, -0.643, 3.646)
H (-5.514, 0.281, 3.313)
H (-4.805, -2.094, 5.065)
H (-6.407, -1.348, 4.987)
H (-6.887, -3.713, 4.089)
C (-0.058, -0.375, 6.881)
O (1.153, -0.036, 7.519)
O (-0.678, -1.433, 7.597)
C (-0.921, 0.880, 6.479)
F (-0.313, 1.650, 5.594)
F (-2.168, 0.684, 5.957)
F (-1.039, 1.677, 7.532)
C (2.226, 0.192, 6.656)
C (3.396, 0.526, 7.713)
H (4.306, 0.884, 7.233)
H (3.331, 1.406, 8.352)
H (3.578, -0.354, 8.329)
H (2.180, 1.116, 6.080)
H (2.581, -0.603, 6.000)
H (0.224, -0.743, 5.895)
C (-0.336, -0.468, -1.281)
O (-0.838, 0.101, -0.089)
O (-1.479, -0.789, -2.019)
C (0.748, 0.394, -1.965)
F (0.662, 1.752, -1.713)
F (1.951, -0.108, -1.423)
F (0.816, 0.207, -3.328)
C (-0.007, 0.063, 1.095)
C (-0.961, 0.049, 2.330)
H (-1.703, -0.749, 2.383)
H (-0.376, 0.219, 3.234)
H (-1.574, 0.942, 2.209)
H (0.668, 0.917, 1.157)
H (0.653, -0.796, 1.214)
H (0.058, -1.458, -1.052)
C (4.727, -3.135, 1.395)
O (4.980, -3.851, 2.570)
O (5.044, -3.930, 0.274)
C (3.304, -2.510, 1.394)
F (2.357, -3.349, 1.248)
F (3.082, -1.886, 2.461)
F (3.069, -1.673, 0.374)
C (5.343, -3.079, 3.770)
C (5.696, -4.222, 4.690)
H (6.125, -5.143, 4.297)
H (6.323, -3.933, 5.534)
H (4.789, -4.609, 5.156)
H (4.592, -2.407, 4.185)
H (6.276, -2.545, 3.590)
H (5.370, -2.267, 1.248)
C (-0.793, -4.861, 3.620)
O (-0.357, -4.991, 2.286)
O (0.158, -5.608, 4.291)
C (-1.210, -3.433, 4.253)
F (-0.216, -2.531, 4.378)
F (-2.203, -2.871, 3.610)
F (-1.712, -3.618, 5.465)
C (-1.005, -4.039, 1.354)
C (-0.897, -4.534, -0.128)
H (0.164, -4.390, -0.331)
H (-1.069, -5.582, -0.374)
H (-1.523, -3.960, -0.811)
H (-0.555, -3.046, 1.355)
H (-2.068, -3.939, 1.575)
H (-1.765, -5.351, 3.569)
P (-0.639, 5.192, -3.941)
F (-0.721, 6.716, -4.425)
F (-0.522, 5.597, -2.402)
F (-2.315, 5.258, -3.841)
F (-0.707, 3.579, -3.507)
F (-0.906, 4.800, -5.486)
F (0.953, 5.024, -4.140)


Formula: C2H8NO
Source: the Open Molecules 2025 dataset
Level of theory: ωB97M-V/def2-TZVPD

Computed properties:
HOMO, eV: -15.15
Net charge: +1
F_max, eV Å⁻¹: 1.08
LUMO, Ha: -0.133
HOMO-LUMO gap, Eh: 0.4242

Geometry (Å):
N (0.463, -1.449, 1.909)
H (1.460, -1.627, 1.944)
H (-0.020, -2.325, 1.716)
H (0.171, -1.154, 2.822)
H (0.240, -0.680, 1.128)
O (0.361, 0.504, 0.233)
C (-0.498, 0.716, -0.609)
C (-0.209, 1.274, -1.948)
H (-1.546, 0.515, -0.357)
H (-0.736, 2.222, -2.059)
H (-0.547, 0.573, -2.713)
H (0.860, 1.430, -2.066)


Formula: C16H36BNPdS3Si
Source: the Open Molecules 2025 dataset
Level of theory: ωB97M-V/def2-TZVPD

Computed properties:
HOMO, eV: -7.99
F_max, eV Å⁻¹: 0.87
LUMO, Ha: -0.005
HOMO-LUMO gap, Eh: 0.2889

Geometry (Å):
Pd (0.003, 0.277, -0.082)
C (-0.801, -1.958, -2.428)
C (-0.286, -2.977, -1.428)
S (-0.290, -2.313, 0.251)
C (1.365, -2.708, 0.881)
C (2.563, -2.244, 0.058)
S (2.624, -0.448, -0.193)
C (2.826, -0.283, -1.974)
C (1.715, -0.849, -2.850)
S (0.014, -0.335, -2.433)
H (-0.720, -2.365, -3.440)
H (-1.858, -1.742, -2.258)
H (-0.932, -3.856, -1.473)
H (0.712, -3.313, -1.698)
H (1.366, -2.226, 1.865)
H (1.447, -3.785, 1.053)
H (3.471, -2.556, 0.578)
H (2.589, -2.736, -0.914)
H (2.905, 0.795, -2.128)
H (3.774, -0.715, -2.302)
H (1.901, -0.548, -3.883)
H (1.741, -1.936, -2.833)
C (-1.719, 2.999, 0.989)
Si (-0.272, 2.586, -0.151)
C (-0.779, 3.170, -1.935)
C (0.251, 2.953, -3.040)
C (-1.044, 4.690, -1.922)
C (-2.112, 2.508, -2.310)
C (1.317, 3.469, 0.535)
C (2.457, 3.570, -0.473)
C (1.843, 2.743, 1.780)
C (0.965, 4.891, 1.008)
H (-1.942, 4.066, 0.926)
H (-1.505, 2.771, 2.027)
H (-2.627, 2.455, 0.738)
H (1.120, 3.598, -2.911)
H (-0.196, 3.201, -4.005)
H (0.614, 1.934, -3.114)
H (-0.152, 5.269, -1.688)
H (-1.827, 4.969, -1.221)
H (-1.371, 5.003, -2.918)
H (-2.084, 1.415, -2.273)
H (-2.387, 2.801, -3.325)
H (-2.912, 2.832, -1.648)
H (2.709, 2.604, -0.909)
H (3.354, 3.940, 0.027)
H (2.236, 4.259, -1.286)
H (2.274, 1.775, 1.548)
H (1.071, 2.579, 2.526)
H (2.624, 3.358, 2.236)
H (0.559, 5.527, 0.225)
H (1.873, 5.375, 1.377)
H (0.250, 4.876, 1.829)
B (-2.424, 0.254, 3.656)
C (-1.201, 0.316, 2.656)
N (-0.272, 0.339, 1.963)
H (-1.924, -0.037, 4.718)
H (-3.187, -0.582, 3.247)
H (-2.934, 1.349, 3.672)


Formula: C2H2O2S2
Source: the Open Molecules 2025 dataset
Level of theory: ωB97M-V/def2-TZVPD

Computed properties:
HOMO (spin up / spin down), eV: -5.57 / -10.65
Expectation value of S²: 2.007
F_max, eV Å⁻¹: 6.30
LUMO (spin up / spin down), Ha: 0.013 / -0.143
2S+1: 3
HOMO-LUMO gap (spin up / spin down), Eh: 0.2171 / 0.2485

Geometry (Å):
C (1.857, -0.883, 0.768)
C (0.685, -0.800, 0.532)
O (-0.925, -0.012, -1.865)
O (-0.760, -0.558, 0.538)
S (-0.388, 2.310, -0.236)
S (-0.989, 0.558, -0.584)
H (2.839, -1.067, 1.103)
H (-2.318, 0.452, -0.255)


Number 1: E_tot -9020.31027 eV. Number 2: E_tot -6725.78447 eV. Number 3: E_tot -174918.64202 eV. Number 4: E_tot -5734.65053 eV. Number 5: E_tot -63206.53316 eV. Number 6: E_tot -27862.12379 eV.